Density functional theory data (ωB97M-V/def2-TZVPD) for one molecule with the formula C4H11NO in a non-equilibrium geometry.

XYZ file:
```
17
Properties=species:S:1:pos:R:3
C 2.2090 1.0313 -0.6610
N 1.3751 0.2774 0.2731
C -0.0665 0.4339 -0.0355
C -0.7953 -0.8326 0.3427
C -2.2019 -0.8753 -0.2174
O -0.8743 -0.9204 1.7790
H 3.2688 0.9585 -0.4234
H 1.9598 2.1064 -0.6831
H 2.0222 0.6489 -1.6673
H 1.5103 0.6713 1.1983
H -0.5296 1.3237 0.3673
H -0.0264 0.4587 -1.1320
H -0.2215 -1.6850 -0.0115
H -2.8621 -1.4693 0.4039
H -2.6282 0.1119 -0.3758
H -2.1872 -1.3082 -1.2198
H 0.0478 -0.9312 2.0626
```

HOMO-LUMO gap: 0.3786 Ha
SMILES string: CNC[C@H](C)O
2S+1: 1
ΔE to the lowest compared entry with this formula, charge and spin: 109.26 kJ/mol
Energy: -288.975401 Ha


Density functional theory data (ωB97M-V/def2-TZVPD) for C33H34N6O2PdSe as an isolated structure in a non-equilibrium geometry.

XYZ file:
```
77
Properties=species:S:1:pos:R:3
Pd 0.5741 0.4187 -0.5579
O 3.3260 1.8139 -3.5415
C 2.3836 1.6702 -2.7677
N 2.3686 0.9234 -1.6535
C 3.4486 0.1822 -1.2346
C 4.7923 0.5036 -1.4670
C 5.7971 -0.3251 -1.0096
C 5.4978 -1.5133 -0.3484
C 4.1839 -1.8457 -0.0968
C 3.1471 -1.0048 -0.5072
N 1.8600 -1.3019 -0.1150
C 0.8556 -1.7574 -0.8547
O -0.2291 -2.1432 -0.3831
C 1.0116 -1.8205 -2.3578
C 1.7356 -2.7676 -3.0637
C 1.7137 -2.7020 -4.4475
C 0.9716 -1.7047 -5.0597
C 0.2853 -0.8028 -4.2622
N 0.2986 -0.8582 -2.9400
C 1.0502 2.2973 -3.1017
C 0.9770 3.1887 -4.1710
C -0.2583 3.6512 -4.5847
C -1.3827 3.2342 -3.8884
C -1.2158 2.3897 -2.8022
N -0.0365 1.9185 -2.4286
H 5.0332 1.4081 -2.0011
H 6.8321 -0.0508 -1.1564
H 6.2940 -2.1649 -0.0158
H 3.9270 -2.7547 0.4290
H 2.2947 -3.5287 -2.5435
H 2.2804 -3.4105 -5.0350
H 0.9272 -1.6233 -6.1335
H -0.2988 -0.0028 -4.7009
H 1.8956 3.4759 -4.6570
H -0.3453 4.3292 -5.4216
H -2.3696 3.5618 -4.1742
H -2.0688 2.0867 -2.2093
C 0.3099 2.6802 4.4629
C -0.1949 1.2501 4.5925
C 0.8707 0.2005 4.2624
C 1.0584 -0.0440 2.7603
N -0.1862 -0.4287 2.1357
C -0.8225 0.2877 1.1585
Se -0.5167 2.1168 0.8354
N -1.9898 -0.3460 0.8476
C -2.8180 0.0092 -0.2802
C -3.8004 1.1465 0.0201
C -4.8002 0.8110 1.1298
C -4.2355 0.9732 2.5386
C -2.0530 -1.5205 1.5586
C -2.9966 -2.5343 1.5764
C -2.7570 -3.6154 2.4043
C -1.6044 -3.6914 3.1801
C -0.6608 -2.6797 3.1761
C -0.9029 -1.5776 2.3705
H -0.4561 3.3737 4.7990
H 0.5464 2.9182 3.4289
H 1.2000 2.8281 5.0690
H -1.0622 1.1166 3.9406
H -0.5352 1.0869 5.6178
H 0.5939 -0.7424 4.7377
H 1.8308 0.5098 4.6798
H 1.7950 -0.8412 2.6023
H 1.4210 0.8692 2.2608
H -3.3613 -0.8912 -0.5752
H -2.1422 0.2891 -1.1091
H -4.3475 1.3538 -0.9034
H -3.2482 2.0496 0.2934
H -5.1588 -0.2127 0.9961
H -5.6592 1.4780 1.0253
H -3.4759 0.2281 2.7594
H -5.0298 0.8558 3.2727
H -3.7947 1.9609 2.6615
H -3.8870 -2.4889 0.9702
H -3.4764 -4.4201 2.4397
H -1.4452 -4.5629 3.7986
H 0.2350 -2.7664 3.7692
```

HOMO-LUMO gap (spin up / spin down): 0.2691 / 0.1769 Ha
⟨S²⟩: 2.02
2S+1: 3
Energy: -4286.224430 Ha


Density functional theory data (ωB97M-V/def2-TZVPD) for one molecule with the formula CH4OS3 in a non-equilibrium geometry.

XYZ file:
```
9
Properties=species:S:1:pos:R:3
C -0.8824 -0.6026 -0.2310
H 2.0059 0.4646 0.8540
H 3.1309 -0.7020 -0.2200
H -0.6184 1.7733 -0.0786
H -2.6283 0.9815 0.1984
O -0.4663 -1.7136 -0.3930
S 1.8328 -0.6256 0.0953
S 0.2510 0.7788 -0.3062
S -2.6251 -0.3546 0.0811
```

HOMO-LUMO gap: 0.3208 Ha
2S+1: 1
ΔE to the lowest compared entry with this formula, charge and spin: 256.07 kJ/mol
Energy: -1310.181266 Ha


Density functional theory data (ωB97M-V/def2-TZVPD) for C23H23NO5SSbSe4TeV as an isolated structure.

XYZ file:
```
60
Properties=species:S:1:pos:R:3
V 1.6643 -2.1691 1.8174
O 3.7537 0.7573 2.3316
S 3.6051 -0.6289 2.7405
O 4.6059 -1.1414 3.6196
O 2.1734 -0.8816 3.2477
O 3.4638 -1.4994 1.4584
Se -2.0160 -5.9352 1.6396
Sb 0.3658 -6.0018 1.3937
Se 1.6237 -8.0492 1.9254
Se 1.5450 -6.0848 -0.7354
Se 1.3732 -4.2006 2.9376
C -2.8629 5.5255 1.4180
C -1.9772 4.3287 1.2111
C -2.3488 3.2988 0.3608
C -1.5416 2.1834 0.1575
C -2.0126 1.1099 -0.7819
C -0.3255 2.1200 0.8343
Te 1.0867 0.5507 0.6296
N -0.0813 -1.0256 1.0360
C -0.0334 -2.0579 0.1224
O 1.0667 -2.5358 -0.2256
C -1.3075 -2.6340 -0.3578
C -1.2354 -3.6150 -1.3433
C -2.4015 -4.1700 -1.8414
C -3.6276 -3.7660 -1.3360
C -3.6968 -2.8057 -0.3312
C -2.5356 -2.2339 0.1576
C 1.3224 0.4852 -1.4715
C 0.4438 -0.1409 -2.3448
C 0.7330 -0.1867 -3.6977
C 1.8981 0.3991 -4.1704
C 2.7710 1.0203 -3.2928
C 2.5097 1.0694 -1.9264
C 3.4921 1.7292 -0.9886
C 0.0784 3.1332 1.7190
C 1.3426 3.0912 2.5432
C -0.7661 4.2243 1.8846
H -3.7174 5.5066 0.7429
H -2.3126 6.4519 1.2486
H -3.2411 5.5528 2.4414
H -3.2969 3.3554 -0.1632
H -3.1010 1.0837 -0.8109
H -1.6679 0.1239 -0.4665
H -1.6531 1.2966 -1.7962
H -0.2641 -3.9555 -1.6846
H -2.3508 -4.9483 -2.5903
H -4.5351 -4.2250 -1.7072
H -4.6553 -2.5181 0.0796
H -2.5604 -1.4992 0.9541
H -0.4643 -0.6110 -1.9910
H 0.0540 -0.6904 -4.3725
H 2.1335 0.3629 -5.2261
H 3.6857 1.4644 -3.6655
H 4.3725 2.0639 -1.5346
H 3.8273 1.0521 -0.1986
H 3.0541 2.6095 -0.5058
H 2.2175 2.6936 2.0294
H 1.2006 2.4599 3.4238
H 1.5899 4.0938 2.8890
H -0.4635 5.0140 2.5635
```

HOMO-LUMO gap (spin up / spin down): 0.2212 / 0.2181 Ha
⟨S²⟩: 3.80
2S+1: 4
ΔE to the lowest compared entry with this formula, charge and spin: 0.00 kJ/mol
Energy: -12777.547900 Ha
Net charge: -1


Density functional theory data (ωB97M-V/def2-TZVPD) for C13H14BIrNO2 as an isolated structure in a non-equilibrium geometry.

XYZ file:
```
32
Properties=species:S:1:pos:R:3
C -2.2267 -0.3815 -0.9838
C -2.0154 0.9968 -0.6186
C -1.3882 1.0464 0.6827
C -1.2474 -0.3098 1.1405
C -1.7759 -1.1881 0.1142
Ir -0.0503 0.0243 -0.8236
N 0.7498 -1.6123 0.6935
C 0.8944 0.4130 -2.4435
C 0.5038 1.7058 -1.7877
H -1.1310 1.9569 1.2295
H -2.3096 1.8543 -1.2214
H -0.8890 -0.5961 2.1304
H -1.8711 -2.2722 0.1485
H -2.7340 -0.7418 -1.8796
H -0.2087 2.2954 -2.3968
H 1.9086 0.0406 -2.1749
H 1.0346 -2.3884 0.0859
H 1.2245 2.3763 -1.2829
H 0.5364 0.1242 -3.4497
O 2.8984 -0.4238 1.5523
B 1.7261 -1.2695 1.6236
O 1.6421 -1.8412 2.9266
C 2.5306 -1.1486 3.6533
C 2.7859 -1.3682 4.9892
C 3.8640 -0.7212 5.5775
C 4.6669 0.1284 4.8115
C 4.4357 0.3294 3.4385
C 3.3445 -0.3178 2.8425
H 2.1416 -2.0738 5.4881
H 4.0553 -0.9101 6.6308
H 5.4897 0.6401 5.3174
H 5.1283 0.9750 2.8856
```

HOMO-LUMO gap (spin up / spin down): 0.1717 / 0.1983 Ha
⟨S²⟩: 8.77
2S+1: 6
ΔE to the lowest compared entry with this formula, charge and spin: 0.00 kJ/mol
Energy: -837.910451 Ha


Density functional theory data (ωB97M-V/def2-TZVPD) for a 2-piece molecular cluster, C5H14N2 overall.

XYZ file:
```
21
Properties=species:S:1:pos:R:3
C -0.0066 1.3127 1.3803
C 0.6597 2.0559 0.2292
C 1.9572 2.7442 0.6358
H 0.6030 0.4554 1.6669
H -0.9938 0.9566 1.0852
H -0.1288 1.9426 2.2624
H -0.0302 2.7853 -0.1976
H 0.8808 1.3408 -0.5669
H 2.3979 3.2741 -0.2066
H 1.7726 3.4758 1.4251
H 2.6793 2.0242 1.0187
C -1.6544 -2.3234 0.7211
N -0.5501 -1.8608 -0.0838
C -0.7103 -1.3357 -1.3267
N 0.2750 -1.0935 -2.0974
H -1.3593 -3.1988 1.2958
H -2.0069 -1.5640 1.4232
H -2.4836 -2.6285 0.0862
H 0.4098 -2.0727 0.1357
H -1.7508 -1.1145 -1.5834
H -0.0671 -0.6646 -2.9513
```

HOMO-LUMO gap: 0.3600 Ha
SMILES string: [H]/N=C/NC.CCC
2S+1: 1
ΔE to the lowest compared entry with this formula, charge and spin: 63.63 kJ/mol
Energy: -308.398826 Ha


Density functional theory data (ωB97M-V/def2-TZVPD) for one molecule with the formula C3H4FNO2 in a non-equilibrium geometry.

XYZ file:
```
11
Properties=species:S:1:pos:R:3
C 1.0934 -0.3278 -0.4507
C 2.5512 0.4852 0.0445
C -0.2584 0.2277 -0.2741
N 3.6774 -0.3215 -0.0325
O 3.6021 -1.2928 -0.7712
O 4.6628 -0.0568 0.6778
F 2.5577 1.6435 0.6538
H 1.5989 -1.2075 -0.9056
H -0.7783 -0.5802 0.0767
H -0.1306 1.0640 0.4203
H -0.7694 0.4277 -1.1938
```

HOMO-LUMO gap (spin up / spin down): 0.3103 / 0.2910 Ha
SMILES string: C/C=C(\F)[N+](=O)[O-]
2S+1: 1
ΔE to the lowest compared entry with this formula, charge and spin: 662.26 kJ/mol
Energy: -421.570906 Ha


Density functional theory data (ωB97M-V/def2-TZVPD) for C35H36Cl2NO10PS2Ti as an isolated structure.

XYZ file:
```
88
Properties=species:S:1:pos:R:3
Ti -0.9000 0.1454 -0.1686
C -1.9952 2.6552 3.4448
C -2.7861 1.4108 3.0429
C -3.7362 1.7066 1.8899
C -1.8705 0.1874 2.8200
C -1.2638 -0.2947 4.1401
O 0.1097 0.1442 4.0790
C 0.3486 0.5286 2.8167
N -0.6489 0.5056 2.0192
C 1.7484 0.9790 2.6022
C 2.4399 1.3512 3.7597
C 3.7296 1.8443 3.6961
C 4.3627 1.9696 2.4695
C 3.6913 1.5972 1.3195
C 2.3888 1.1000 1.3627
P 1.6468 0.6430 -0.2323
C 2.0094 2.0948 -1.2623
C 1.7370 3.3485 -0.7125
C 1.9065 4.4937 -1.4705
C 2.3485 4.3996 -2.7825
C 2.6092 3.1564 -3.3362
C 2.4371 2.0036 -2.5822
C 2.6381 -0.7600 -0.8243
C 3.5766 -1.3909 -0.0105
C 4.2588 -2.5120 -0.4632
C 4.0204 -3.0074 -1.7361
C 3.0786 -2.3905 -2.5483
C 2.3765 -1.2857 -2.0934
H -2.6795 3.4435 3.7598
H -1.4208 3.0420 2.6010
H -1.3106 2.4648 4.2768
H -3.4102 1.1093 3.8930
H -3.2092 2.0352 0.9981
H -4.4174 2.5087 2.1779
H -4.3319 0.8324 1.6248
H -2.4250 -0.6070 2.3186
H -1.2652 -1.3777 4.2598
H -1.7224 0.1702 5.0101
H 1.9494 1.2626 4.7169
H 4.2360 2.1348 4.6070
H 5.3708 2.3575 2.4061
H 4.1792 1.6993 0.3576
H 1.3614 3.4350 0.2989
H 1.6669 5.4566 -1.0390
H 2.4729 5.2953 -3.3772
H 2.9410 3.0745 -4.3630
H 2.6491 1.0470 -3.0363
H 3.7837 -1.0146 0.9837
H 4.9821 -2.9926 0.1833
H 4.5591 -3.8766 -2.0906
H 2.8701 -2.7790 -3.5370
H 1.6030 -0.8614 -2.7194
O -0.6126 -0.5050 -4.4073
S -1.4501 -0.3534 -3.2533
O -2.5397 0.5706 -3.2960
O -0.5237 -0.0780 -2.0642
C -2.1130 -1.9806 -2.8838
C -1.7133 -2.9771 -3.7667
C -2.1437 -4.2858 -3.6152
C -2.9775 -4.6160 -2.5622
C -3.3787 -3.6320 -1.6731
C -2.9632 -2.3137 -1.8235
S -3.7097 -1.2369 -0.5996
O -4.9808 -0.8280 -1.1008
O -3.6653 -1.9626 0.6449
O -2.7872 -0.0216 -0.4974
H -1.0570 -2.7043 -4.5809
H -1.8216 -5.0397 -4.3214
H -3.3206 -5.6331 -2.4262
H -4.0257 -3.8816 -0.8424
Cl -3.5255 4.6553 -1.5115
C -2.2767 3.4249 -1.6917
Cl -1.1428 3.8158 -3.0046
C -1.4315 3.2819 -0.4156
O -1.1592 4.2038 0.3085
O -1.0007 2.0558 -0.2613
H -2.7490 2.4868 -1.9589
C 0.1596 -3.6843 -0.4400
C -0.4958 -2.8963 0.6778
C 0.3144 -2.9587 1.9622
O -0.6360 -1.5381 0.2930
H 0.2271 -4.7365 -0.1553
H 1.1672 -3.3101 -0.6218
H -0.4151 -3.6131 -1.3612
H -1.5128 -3.2602 0.8538
H 1.3080 -2.5351 1.7943
H 0.4325 -3.9930 2.2872
H -0.1747 -2.4033 2.7636
```

HOMO-LUMO gap: 0.3079 Ha
2S+1: 1
ΔE to the lowest compared entry with this formula, charge and spin: 29.71 kJ/mol
Energy: -5070.293617 Ha


Density functional theory data (ωB97M-V/def2-TZVPD) for a 3-piece molecular cluster, C11H24BrFNO8P3 overall in a non-equilibrium geometry.

XYZ file:
```
49
Properties=species:S:1:pos:R:3
F 6.6063 3.8540 3.0406
P 6.6849 3.6555 1.2986
Br 6.8151 3.3991 -0.9715
C 4.8027 3.5796 1.3094
C 3.9204 4.8586 1.1326
C 2.3919 4.6551 1.1971
N 1.6768 3.4385 1.3932
C 2.5086 2.2936 1.5571
C 4.0512 2.2284 1.5287
H 7.4844 2.4820 1.5029
H 7.3918 4.9112 1.2162
H 4.4074 5.8813 1.0010
H 1.7536 5.6088 1.0964
H 1.9683 1.2957 1.7536
H 4.6120 1.2423 1.6924
C 0.4114 -3.8723 -0.4290
O 1.0275 -2.6254 -0.1730
P 1.5054 -2.2514 1.3119
O 2.9325 -2.5003 1.5942
O 0.4693 -2.9904 2.2940
C 0.8309 -4.2419 2.8591
O 1.0551 -0.7200 1.4290
C -0.2862 -0.3881 1.0836
H 1.0597 -4.6979 -0.1259
H -0.5456 -3.9279 0.0953
H 0.2174 -3.9478 -1.4998
H 1.9129 -4.3830 2.8946
H 0.3777 -5.0483 2.2782
H 0.4409 -4.2869 3.8772
H -0.9936 -1.0712 1.5604
H -0.4138 -0.4326 -0.0006
H -0.4971 0.6251 1.4226
C -5.0393 0.4703 -4.0767
O -4.1351 0.8448 -3.0548
P -3.4641 -0.2755 -2.1218
O -2.1139 -0.7076 -2.5316
O -4.5583 -1.4475 -2.0066
C -4.4486 -2.5773 -2.8604
O -3.5406 0.4065 -0.6754
C -4.7909 0.9305 -0.2468
H -4.5741 -0.2330 -4.7711
H -5.9371 0.0313 -3.6353
H -5.3328 1.3672 -4.6236
H -3.4286 -2.7270 -3.2197
H -5.1205 -2.4562 -3.7128
H -4.7541 -3.4634 -2.3018
H -5.5957 0.2099 -0.4125
H -5.0131 1.8535 -0.7874
H -4.7329 1.1502 0.8179
```

HOMO-LUMO gap: 0.3428 Ha
SMILES string: F[PH2](Br)c1ccncc1.COP(=O)(OC)OC.COP(=O)(OC)OC
2S+1: 1
ΔE to the lowest compared entry with this formula, charge and spin: 319.71 kJ/mol
Energy: -4788.242128 Ha


Density functional theory data (ωB97M-V/def2-TZVPD) for C55H47EuN6O3PS2 as an isolated structure in a non-equilibrium geometry.

XYZ file:
```
115
Properties=species:S:1:pos:R:3
Eu 0.8212 -0.3659 -0.3916
N 7.6522 -8.3394 2.7422
C 6.9507 -7.5013 2.3021
C 6.0067 -6.4962 1.9692
C 5.8240 -6.1024 0.6539
C 4.9230 -5.0821 0.3504
C 4.2116 -4.3732 1.3435
C 4.3969 -4.8137 2.6475
C 5.2526 -5.8522 2.9524
C 3.1581 -3.3478 1.0241
C 2.8790 -2.2560 1.9011
C 3.6012 -1.9496 3.1685
C 2.8773 -0.9242 3.8207
C 1.7852 -0.6263 3.0097
N 1.8237 -1.3416 1.8281
C 2.3402 -3.6892 -0.1537
C 2.0633 -4.9691 -0.7142
C 1.2121 -4.7894 -1.8107
C 1.0207 -3.4103 -1.9099
N 1.6288 -2.7312 -0.9286
H 6.3947 -6.6249 -0.1363
H 4.8164 -4.8193 -0.7025
H 3.7789 -4.4737 3.4544
H 5.4646 -6.1936 3.9459
H 4.5032 -2.4638 3.4727
H 3.0954 -0.4667 4.7860
H 0.9452 0.0441 3.1630
H 2.4904 -5.8897 -0.3610
H 0.7698 -5.5632 -2.4637
H 0.4715 -2.8920 -2.6907
O 2.3847 0.6075 -4.4610
C 1.6622 0.3323 -3.4854
O 2.0025 0.2086 -2.2605
C 0.2160 0.0875 -3.8601
C -0.1641 0.3464 -5.2107
C -1.3683 -0.1136 -5.6539
C -2.2607 -0.7859 -4.7547
C -3.5403 -1.1970 -5.1605
C -4.4560 -1.6182 -4.2159
C -4.1103 -1.6614 -2.8590
C -2.8632 -1.2621 -2.4627
C -1.8763 -0.8694 -3.3497
N -0.6329 -0.4488 -2.9647
H 0.6209 0.7526 -5.8713
H -1.7121 0.1628 -6.6482
H -3.7682 -1.1847 -6.2363
H -5.4719 -1.9571 -4.4786
H -4.8120 -2.0574 -2.1174
H -2.5715 -1.2302 -1.4252
O 1.6852 1.7993 0.2689
S 3.1694 2.0884 0.7617
C 2.9921 3.7539 1.4086
C 4.0375 4.3190 2.0838
C 3.9033 5.6409 2.5073
C 2.7675 6.4079 2.2284
C 1.6994 5.7783 1.6127
C 1.8017 4.4598 1.1824
C 4.2388 2.4184 -0.6600
C 5.6134 2.0569 -0.6078
C 6.3394 2.3593 -1.7912
C 5.7583 2.8709 -2.9462
C 4.4802 3.4169 -2.8682
C 3.7141 3.1587 -1.6996
H 4.9483 3.7322 2.2535
H 4.7399 6.0571 3.0366
H 2.8467 7.4397 2.4883
H 0.7306 6.2869 1.5095
H 0.9998 4.0166 0.5992
H 6.0461 1.5734 0.2556
H 7.3965 2.2039 -1.7472
H 6.3223 2.9973 -3.8515
H 4.0200 3.9388 -3.6816
H 2.6876 3.4810 -1.5641
C -2.3829 -4.3527 0.5658
N -3.1022 -3.6996 1.6378
C -3.8413 -4.5013 2.6235
C -4.3687 -3.4173 3.5852
N -3.7475 -2.2130 3.0636
C -3.0347 -2.3934 1.9472
S -2.0455 -1.1828 1.2444
H -1.9560 -5.2859 0.9689
H -1.5409 -3.7648 0.2133
H -3.0295 -4.6117 -0.2696
H -3.0747 -5.2035 3.0347
H -4.5811 -5.1726 2.1469
H -4.0318 -3.6135 4.5981
H -5.4514 -3.3581 3.5885
H -3.8013 -1.3454 3.5784
C -3.5723 3.6527 -2.1778
P -3.0259 2.7542 -0.6814
C -2.8066 4.0978 0.5045
C -3.7644 5.1415 0.5915
C -3.5711 6.1513 1.5520
C -2.4286 6.2235 2.3429
C -1.4428 5.2257 2.1666
C -1.6058 4.2205 1.2454
C -4.6553 2.0064 -0.2397
C -5.2888 1.1573 -1.1485
C -6.5740 0.6840 -0.8669
C -7.2263 1.0493 0.2872
C -6.5328 1.7965 1.2531
C -5.2389 2.2487 1.0284
H -4.6233 3.9887 -2.0306
H -3.5277 3.0218 -3.0806
H -3.0040 4.5437 -2.3876
H -4.6789 5.0830 -0.0186
H -4.3493 6.8587 1.7573
H -2.1731 7.0730 2.9611
H -0.6047 5.0862 2.8565
H -0.8266 3.4788 1.1587
H -4.8155 0.9184 -2.1109
H -7.0609 0.0275 -1.5768
H -8.2507 0.7687 0.4773
H -6.9668 2.0160 2.1938
H -4.7708 2.7779 1.8407
```

HOMO-LUMO gap (spin up / spin down): 0.1844 / 0.2366 Ha
⟨S²⟩: 12.01
2S+1: 7
ΔE to the lowest compared entry with this formula, charge and spin: 0.00 kJ/mol
Energy: -4526.182421 Ha
Net charge: +1


> Which formula does entry 2 have?

C33H34N6O2PdSe


> Look up the 2S+1 of the first one.

1


> Which value of energy does entry 5 give?

-837.910451 Ha